1.
Density functional theory data (wB97M-V/def2-TZVPD) for 2 unconnected molecules or ions with the total composition C4H13NOS at a distorted geometry.

Computed properties:
* HOMO (spin up / spin down): -13.95 / -13.55 eV
* <S²>: 0.7567
* DFT total energy: -18721.991 eV
* frontier orbital gap (spin up / spin down): 0.379 / 0.162 hartree

ORCA input file:
```
! RIJCOSX wB97M-V def2-TZVPD def2/J DEFGRID3
* xyz 1 2
C 2.066 0.810 -1.455
C 0.917 -0.120 -1.170
C -0.037 0.305 -0.046
C -1.563 -0.006 -0.080
S -2.352 0.080 -1.680
N 1.507 -1.428 -0.769
H 2.914 0.646 -0.806
H 1.770 1.828 -1.684
H 2.479 0.451 -2.415
H 0.262 -0.216 -2.057
H 0.434 0.094 0.933
H -0.010 1.389 -0.046
H -1.680 -0.971 0.424
H -2.074 0.782 0.484
H -1.726 -0.985 -2.222
H 0.717 -2.067 -0.868
H 2.224 -1.719 -1.427
H -1.909 1.073 5.305
H -2.346 -0.161 4.564
O -1.596 0.215 5.013
*
```


2.
Density functional theory data (wB97M-V/def2-TZVPD) for 2 unconnected molecules or ions with the total composition C4H13NOS2.

Computed properties:
* SMILES string: CSSC.NCCO
* HOMO: -8.79 eV
* DFT total energy: -29566.664 eV
* frontier orbital gap: 0.352 hartree

ORCA input file:
```
! RIJCOSX wB97M-V def2-TZVPD def2/J DEFGRID3
* xyz 0 1
C -2.656 -0.394 -0.905
S -1.341 -0.935 -2.037
S -1.172 -2.912 -1.527
C 0.007 -2.851 -0.151
H -3.526 -1.031 -1.038
H -2.308 -0.450 0.124
H -2.898 0.635 -1.170
H -0.293 -2.094 0.568
H -0.009 -3.834 0.319
H 1.007 -2.626 -0.510
N 0.563 2.946 0.098
C 0.704 1.489 0.122
C 1.860 1.128 1.029
O 1.995 -0.290 1.046
H 0.135 3.275 0.955
H -0.040 3.237 -0.660
H 0.907 1.137 -0.888
H -0.197 0.961 0.460
H 1.668 1.510 2.039
H 2.766 1.611 0.654
H 2.827 -0.513 1.475
*
```


3.
Density functional theory data (wB97M-V/def2-TZVPD) for 3 unconnected molecules or ions with the total composition C4H13NOS2 at a distorted geometry.

Computed properties:
* HOMO: -7.66 eV
* DFT total energy: -29560.859 eV
* frontier orbital gap: 0.120 hartree

ORCA input file:
```
! RIJCOSX wB97M-V def2-TZVPD def2/J DEFGRID3
* xyz 0 1
S -3.178 -0.511 -1.347
S 2.131 -0.632 -0.813
C 0.444 -1.290 -0.787
C -0.298 -0.998 0.561
C -0.970 0.414 0.554
N 0.047 1.412 0.294
C 0.064 1.908 -1.147
H -3.773 -1.665 -1.664
H -0.041 -0.932 -1.661
H 0.422 -2.408 -0.863
H -1.055 -1.803 0.750
H 0.438 -0.950 1.414
H -1.295 0.587 1.583
H -1.750 0.697 -0.152
H -0.083 2.227 0.886
H 1.069 2.350 -1.318
H 0.100 1.114 -1.819
H -0.912 2.562 -1.308
H 2.603 -0.475 1.584
H 3.414 -1.117 2.657
O 2.623 -0.488 2.594
*
```


DFT total energy of number 1 (C4H13NOS)?
-18721.991 eV


What did the second record say?
Density functional theory data (wB97M-V/def2-TZVPD) for 2 unconnected molecules or ions with the total composition C4H13NOS2.

Computed properties:
* SMILES string: CSSC.NCCO
* HOMO: -8.79 eV
* DFT total energy: -29566.664 eV
* frontier orbital gap: 0.352 hartree

ORCA input file:
```
! RIJCOSX wB97M-V def2-TZVPD def2/J DEFGRID3
* xyz 0 1
C -2.656 -0.394 -0.905
S -1.341 -0.935 -2.037
S -1.172 -2.912 -1.527
C 0.007 -2.851 -0.151
H -3.526 -1.031 -1.038
H -2.308 -0.450 0.124
H -2.898 0.635 -1.170
H -0.293 -2.094 0.568
H -0.009 -3.834 0.319
H 1.007 -2.626 -0.510
N 0.563 2.946 0.098
C 0.704 1.489 0.122
C 1.860 1.128 1.029
O 1.995 -0.290 1.046
H 0.135 3.275 0.955
H -0.040 3.237 -0.660
H 0.907 1.137 -0.888
H -0.197 0.961 0.460
H 1.668 1.510 2.039
H 2.766 1.611 0.654
H 2.827 -0.513 1.475
*
```


DFT total energy of number 1 (C4H13NOS)?
-18721.991 eV